Entry 1:
{
  "formula": "C4H9NO2",
  "method": "ωB97M-V with the def2-TZVPD basis set",
  "spin_multiplicity": 1,
  "smiles": "C[C@@H](CO)NC=O",
  "homo_lumo_gap_ev": 10.69,
  "total_energy_ha": -363.054197,
  "species": ["C", "C", "C", "O", "N", "C", "O", "H", "H", "H", "H", "H", "H", "H", "H", "H"],
  "xyz": [[1.5277, -0.9106, 0.4198], [0.3256, 0.0168, 0.5870], [0.4905, 1.2605, -0.2896], [-0.5440, 2.1916, -0.1629], [-0.9005, -0.7505, 0.3310], [-1.8605, -0.6007, -0.6043], [-1.9488, 0.2752, -1.4528], [1.4426, -1.8016, 1.0520], [2.4557, -0.3974, 0.6911], [1.6057, -1.2427, -0.6216], [0.2625, 0.3652, 1.6261], [1.4078, 1.7484, 0.0594], [0.6488, 0.9539, -1.3340], [-1.2678, 1.8385, -0.7115], [-1.0253, -1.5467, 0.9391], [-2.6199, -1.3999, -0.5287]],
  "atomic_forces_ev_per_a": [[0.101, -0.028, -0.009], [0.051, 0.066, 0.051], [0.310, -0.197, 0.027], [-0.222, 0.024, -0.089], [-0.099, -0.046, -0.058], [-0.015, 0.096, -0.122], [0.044, -0.259, 0.253], [-0.014, 0.146, -0.069], [-0.129, -0.053, -0.029], [-0.008, 0.056, 0.144], [0.024, -0.046, -0.115], [-0.072, -0.068, -0.105], [-0.067, 0.063, 0.123], [0.076, 0.101, 0.106], [-0.042, 0.062, -0.086], [0.060, 0.081, -0.024]]
}

---

Entry 2:
{
  "formula": "C22H28N6O2",
  "method": "ωB97M-V with the def2-TZVPD basis set",
  "spin_multiplicity": 1,
  "smiles": "Cc1ccc(C)c2[nH]c(=O)c([C@@H](c3nnnn3C3CCCC3)N3CCOCC3)cc12",
  "homo_lumo_gap_ev": 8.09,
  "total_energy_ha": -1334.147790,
  "species": ["C", "C", "C", "C", "C", "C", "N", "C", "O", "C", "C", "C", "H", "C", "C", "N", "N", "N", "N", "C", "C", "H", "C", "H", "C", "H", "H", "C", "H", "H", "H", "H", "H", "N", "C", "C", "H", "O", "C", "C", "H", "H", "H", "H", "H", "H", "H", "H", "H", "C", "H", "H", "H", "H", "H", "H", "H", "H"],
  "xyz": [[1.6117, -2.5815, -3.0382], [2.5580, -2.0529, -2.0062], [3.9130, -2.2860, -2.1045], [4.8031, -1.8047, -1.1487], [4.3724, -1.0735, -0.0613], [2.9946, -0.8249, 0.0556], [2.5037, -0.0973, 1.1091], [1.1866, 0.2129, 1.3432], [0.8781, 0.8960, 2.3094], [0.2544, -0.3173, 0.3569], [0.7006, -1.0147, -0.7117], [2.0849, -1.3077, -0.9057], [-0.0133, -1.3571, -1.4456], [-1.2118, -0.0281, 0.6262], [-1.8915, 0.3889, -0.6317], [-2.0006, -0.2998, -1.7484], [-2.6528, 0.4716, -2.6066], [-2.9468, 1.5871, -2.0861], [-2.4949, 1.5873, -0.8321], [-2.5959, 2.7124, 0.0672], [-1.2684, 3.4941, 0.0844], [-0.4160, 2.8576, -0.1534], [-1.4877, 4.6083, -0.9337], [-0.7722, 5.4210, -0.8239], [-2.9236, 5.0366, -0.6492], [-3.3597, 5.6088, -1.4653], [-2.9517, 5.6481, 0.2541], [-3.6617, 3.7131, -0.4186], [-4.4666, 3.8166, 0.3068], [-4.0844, 3.3506, -1.3547], [-1.4130, 4.2083, -1.9460], [-1.1108, 3.9155, 1.0773], [-2.8360, 2.3073, 1.0545], [-1.9813, -1.0834, 1.2691], [-2.1632, -2.3429, 0.5692], [-1.0901, -3.3918, 0.8933], [-1.3780, -4.3618, 0.4842], [-0.9536, -3.5805, 2.2867], [-0.6269, -2.3637, 2.9213], [-1.7064, -1.3038, 2.6772], [-1.4076, -0.3654, 3.1449], [-2.6407, -1.6521, 3.1330], [-0.5465, -2.5864, 3.9866], [0.3476, -2.0031, 2.5566], [-0.1190, -3.0968, 0.4689], [-2.1962, -2.1569, -0.5042], [-3.1350, -2.7377, 0.8889], [-1.2292, 0.8152, 1.3282], [3.1605, 0.2679, 1.7877], [5.3379, -0.5574, 0.9646], [6.3508, -0.8541, 0.7067], [5.1087, -0.9575, 1.9528], [5.3071, 0.5316, 1.0169], [5.8576, -2.0093, -1.2621], [4.2970, -2.8541, -2.9387], [0.9041, -3.2786, -2.5909], [2.1588, -3.1012, -3.8204], [1.0419, -1.7728, -3.4932]],
  "atomic_forces_ev_per_a": [[-0.015, 0.021, 0.011], [0.204, 0.056, 0.146], [-0.117, -0.049, -0.103], [-0.189, 0.127, 0.163], [0.094, -0.026, -0.024], [-0.061, -0.392, -0.628], [0.313, 0.122, 0.288], [0.203, -0.002, -0.108], [-0.157, 0.075, 0.194], [-0.096, 0.009, -0.204], [-0.039, 0.278, 0.299], [0.473, 0.020, 0.178], [-0.056, -0.031, -0.050], [0.066, -0.045, 0.140], [-0.370, 0.679, -0.207], [0.420, -0.418, 0.575], [-0.210, -0.277, -0.906], [-0.455, 1.088, -0.058], [0.420, -1.548, -0.148], [0.051, 0.481, 0.440], [0.030, 0.010, -0.081], [0.024, -0.057, 0.107], [0.000, 0.074, 0.121], [0.065, 0.013, -0.070], [0.053, -0.023, -0.084], [-0.056, 0.079, 0.019], [-0.003, 0.072, 0.010], [-0.205, 0.084, 0.023], [-0.034, -0.062, -0.011], [-0.055, 0.078, 0.148], [0.035, 0.006, -0.063], [0.011, 0.010, 0.055], [0.023, 0.011, -0.175], [-0.065, 0.187, 0.056], [0.131, -0.330, -0.009], [-0.125, 0.096, -0.214], [0.027, 0.066, -0.066], [-0.110, -0.115, 0.076], [-0.059, 0.293, 0.119], [0.123, -0.198, 0.179], [-0.034, 0.019, 0.028], [0.082, 0.001, 0.098], [0.048, 0.079, -0.031], [-0.049, -0.055, 0.083], [-0.106, -0.109, 0.053], [-0.086, -0.134, 0.059], [0.044, -0.072, -0.111], [0.033, -0.129, -0.193], [-0.182, -0.003, -0.038], [-0.119, -0.035, -0.082], [0.056, 0.016, 0.036], [0.045, 0.018, 0.122], [0.058, 0.093, 0.077], [0.120, -0.001, 0.024], [0.005, -0.063, -0.101], [-0.098, -0.059, -0.041], [-0.011, -0.033, -0.047], [-0.094, 0.005, -0.079]]
}

---

Entry 3:
{
  "formula": "C18H15F4NO2",
  "method": "ωB97M-V with the def2-TZVPD basis set",
  "spin_multiplicity": 1,
  "homo_lumo_gap_ev": 8.78,
  "total_energy_ha": -1299.134569,
  "species": ["O", "C", "N", "H", "C", "C", "C", "C", "C", "C", "C", "C", "F", "F", "F", "H", "H", "H", "H", "H", "H", "C", "H", "H", "C", "C", "O", "C", "C", "C", "C", "C", "C", "H", "H", "F", "H", "H", "H", "H"],
  "xyz": [[0.0885, 1.3198, 1.5090], [-0.0248, 0.1237, 1.2819], [-1.2463, -0.3214, 1.3911], [-1.4980, -1.4178, 1.1774], [-2.5538, 0.2279, 1.5097], [-3.2760, 0.7313, 0.4104], [-2.8362, 1.8296, -0.1165], [-3.2857, 2.3784, -1.6236], [-4.3269, 1.6491, -2.1967], [-4.7151, 0.4370, -1.4951], [-4.2849, 0.2760, -0.2473], [-4.8614, -1.0796, 0.2718], [-5.6179, -2.0098, -0.5022], [-3.7578, -1.9803, 0.6874], [-5.3880, -0.9591, 1.4194], [-5.6064, -0.1295, -1.8250], [-4.6509, 1.7720, -2.9963], [-2.9191, 3.1918, -1.8998], [-1.8507, 2.6277, 0.1223], [-3.2966, -0.0958, 2.4244], [-2.2787, 1.2952, 2.0954], [0.7995, -0.7581, 1.0748], [0.6298, -1.7630, 1.2191], [1.7498, -0.5396, 1.6579], [1.1910, -0.5520, -0.8297], [2.5754, -1.3880, -0.9674], [2.5050, -2.6278, -1.5917], [3.7920, -0.6206, -0.5243], [3.7465, 0.4593, 0.1769], [5.0761, 0.9749, 0.5397], [6.1969, 0.3607, 0.2609], [6.1174, -1.0442, -0.3687], [4.9603, -1.4843, -0.6217], [4.8363, -2.6366, -1.1015], [7.0271, -1.6513, -0.3483], [7.4094, 0.9599, 0.7428], [5.1404, 2.0061, 0.7283], [2.9419, 1.1226, 0.4539], [0.3668, -1.1458, -1.1366], [1.1250, 0.4618, -0.7623]],
  "atomic_forces_ev_per_a": [[1.945, 1.866, -0.355], [-10.402, 10.852, 3.464], [-7.070, -8.325, -1.393], [1.766, 3.323, 0.570], [0.466, 4.594, 8.589], [3.174, 1.816, 1.272], [4.362, 9.275, -7.248], [-4.436, -9.785, 6.976], [6.877, -3.076, 13.341], [-1.857, 3.494, -2.152], [-5.839, -8.373, -2.387], [2.882, -3.751, -0.176], [1.074, 2.859, 0.975], [-0.441, 1.059, -1.643], [-2.808, 0.883, 2.128], [0.961, 0.237, -0.076], [-5.233, 2.483, -12.933], [3.236, 6.882, -2.608], [-2.979, -3.145, 0.301], [2.264, -0.503, -2.373], [-0.522, -2.370, -1.323], [14.867, -8.127, -4.538], [-0.962, -1.971, 0.072], [-0.804, -0.167, -1.091], [1.991, -5.176, 4.272], [-3.279, -3.502, -3.901], [0.774, 7.675, 4.225], [-1.365, -7.294, -1.867], [2.914, 4.244, 1.775], [-2.689, 1.056, -0.709], [2.649, -3.049, -0.148], [6.578, 4.167, 3.526], [-4.775, -3.926, -3.330], [0.014, 3.568, 1.496], [-0.294, 0.295, -0.325], [-2.219, -1.557, -1.596], [0.005, 1.153, 1.186], [-0.470, -0.369, -0.283], [-0.596, -0.038, -0.934], [0.239, 2.722, -0.777]]
}

---

Entry 4:
{
  "formula": "C29H17BrCl2LuN6O12S2",
  "method": "ωB97M-V with the def2-TZVPD basis set",
  "spin_multiplicity": 1,
  "homo_lumo_gap_ev": 6.62,
  "charge": -1,
  "total_energy_ha": -7873.280965,
  "species": ["Lu", "Br", "C", "C", "C", "C", "C", "N", "C", "O", "O", "H", "H", "H", "Cl", "C", "C", "C", "Cl", "C", "O", "C", "C", "O", "C", "H", "H", "H", "N", "C", "C", "C", "C", "C", "C", "S", "O", "O", "N", "C", "S", "C", "C", "N", "H", "H", "H", "H", "H", "H", "H", "H", "O", "C", "O", "C", "C", "C", "C", "C", "C", "N", "O", "O", "N", "O", "O", "H", "H", "H"],
  "xyz": [[-0.1716, -0.4285, -0.8799], [-0.7290, 0.9876, 2.5769], [-2.3319, 0.6915, 1.6192], [-3.5537, 0.9879, 2.2018], [-4.6864, 0.8631, 1.4086], [-4.5405, 0.4858, 0.0833], [-3.2671, 0.1907, -0.3910], [-2.1809, 0.2705, 0.3802], [-3.0208, -0.0988, -1.8983], [-4.0088, -0.2792, -2.5925], [-1.8093, -0.0340, -2.2387], [-3.6071, 1.3246, 3.2252], [-5.6606, 1.1009, 1.8142], [-5.3681, 0.4203, -0.6071], [1.7215, -6.5385, -5.0633], [1.4295, -5.0434, -4.2359], [2.2076, -3.9325, -4.5935], [2.0602, -2.7624, -3.9028], [2.9513, -1.3596, -4.3351], [1.1565, -2.6286, -2.7938], [1.1853, -1.6109, -2.0440], [0.2641, -3.7378, -2.5896], [-0.8588, -3.5531, -1.7205], [-1.2021, -2.4852, -1.2114], [0.4507, -4.9489, -3.2827], [2.9146, -4.0081, -5.4047], [-1.4819, -4.4481, -1.5479], [-0.1885, -5.7919, -3.0574], [-1.5894, -0.8510, 7.0744], [-1.2635, -1.4028, 5.8532], [-0.0096, -1.9809, 5.6508], [0.3120, -2.5524, 4.4363], [-0.6243, -2.5582, 3.4199], [-1.8885, -2.0334, 3.6201], [-2.2149, -1.4671, 4.8337], [-0.2164, -3.1016, 1.7674], [-1.4264, -3.6046, 1.1825], [0.9184, -3.9923, 1.8207], [0.1794, -1.6973, 1.0395], [1.4388, -1.2854, 1.0947], [2.7127, -2.0657, 1.9978], [3.7801, -0.7788, 1.5176], [3.1311, 0.1000, 0.7251], [1.8154, -0.1742, 0.4870], [-0.8043, -0.5634, 7.6354], [-2.3462, -0.1872, 7.0537], [0.7082, -1.9769, 6.4554], [1.2783, -2.9994, 4.2665], [-2.5959, -2.0924, 2.8061], [-3.1992, -1.0534, 4.9953], [4.8029, -0.7823, 1.8322], [3.5636, 0.9719, 0.2622], [-0.1263, 1.9220, -0.4260], [0.5214, 2.0563, -1.4885], [0.8298, 1.1182, -2.2457], [0.9854, 3.4478, -1.8856], [1.6278, 3.6219, -3.1062], [2.0684, 4.8864, -3.4768], [1.8924, 5.9829, -2.6454], [1.2504, 5.7898, -1.4313], [0.7924, 4.5342, -1.0445], [1.0557, 6.9187, -0.5497], [0.4495, 6.7302, 0.4810], [1.5140, 7.9865, -0.8979], [2.7268, 5.0748, -4.7529], [2.7636, 4.1348, -5.5109], [3.1993, 6.1688, -4.9792], [1.7758, 2.7642, -3.7466], [2.2435, 6.9599, -2.9436], [0.2932, 4.3976, -0.0969]],
  "atomic_forces_ev_per_a": [[-0.166, 0.179, -0.375], [-0.102, 0.183, 0.319], [0.266, 0.077, 0.240], [-0.037, -0.047, -0.114], [0.208, 0.014, -0.118], [0.165, -0.142, -0.019], [-0.288, 0.088, -0.450], [-0.363, -0.148, -0.021], [-1.058, 0.192, 0.543], [0.011, -0.050, -0.030], [0.406, 0.039, -0.314], [0.056, 0.016, 0.034], [-0.035, -0.014, 0.016], [-0.006, -0.040, -0.008], [-0.020, -0.328, -0.168], [-0.148, 0.105, 0.106], [-0.209, 0.030, 0.287], [-0.258, -0.022, 0.252], [0.337, 0.206, -0.123], [-0.028, -0.911, -0.185], [0.161, 0.055, -0.332], [0.725, 0.545, -0.243], [-0.446, 0.161, 0.185], [-0.026, -0.467, -0.398], [0.037, 0.246, 0.037], [0.076, 0.023, -0.042], [-0.022, 0.140, 0.053], [-0.027, -0.058, -0.023], [-0.109, 0.137, 0.415], [0.052, -0.363, -0.357], [-0.120, 0.099, 0.007], [0.018, -0.055, -0.073], [0.200, -0.263, -0.646], [-0.091, -0.100, 0.026], [0.114, -0.017, -0.049], [-0.508, 0.158, 0.115], [-0.015, 0.128, 0.272], [-0.094, 0.107, 0.261], [-0.845, -1.070, 0.044], [1.433, 0.029, 0.957], [0.755, 0.510, -0.291], [-0.352, -0.039, 0.080], [0.348, -0.039, -0.040], [-0.545, -0.483, 0.157], [-0.096, 0.102, 0.022], [0.086, 0.050, 0.093], [0.157, 0.011, 0.140], [0.105, -0.029, 0.051], [-0.155, 0.091, -0.012], [-0.150, 0.050, 0.020], [0.253, 0.109, 0.000], [0.084, 0.058, -0.030], [-0.023, 0.131, -0.086], [0.115, 1.028, 0.065], [0.248, -0.205, -0.292], [0.085, 0.086, -0.064], [0.038, 0.047, -0.100], [-0.613, -0.218, 1.157], [0.047, 0.145, -0.054], [0.141, -1.090, -0.755], [-0.005, 0.097, 0.017], [-0.023, 0.329, 0.191], [-0.144, 0.012, 0.279], [0.092, 0.329, -0.035], [0.144, 0.081, -0.241], [0.043, -0.270, -0.246], [0.166, 0.330, -0.144], [0.001, 0.004, -0.030], [-0.023, -0.051, 0.050], [-0.023, -0.035, 0.021]]
}